(1)
# C23H40AgNOS2Si

A molecular structure, C23H40AgNOS2Si (wB97M-V/def2-TZVPD, OMol25).

CARTESIAN COORDINATES (ANGSTROEM)
1 Ag -0.92989 -0.03533 0.36577
2 O -0.92022 2.06812 1.70169
3 S -0.24404 3.15182 2.51879
4 C -1.38885 3.77422 3.80289
5 C -1.44443 5.32047 3.68036
6 C -0.89424 5.85563 2.31640
7 C -0.11397 4.73247 1.63436
8 H -1.01452 3.41941 4.76777
9 H -2.39112 3.33404 3.61383
10 H -0.82768 5.79454 4.50313
11 H -2.45262 5.64853 3.85984
12 H -0.26542 6.71270 2.54575
13 H -1.72617 6.19843 1.68861
14 H 0.94845 4.90059 1.51382
15 H -0.56220 4.51526 0.66332
16 C 2.39158 -3.63847 -0.81442
17 C 1.13991 -3.00024 -0.18755
18 C 1.02242 -3.36166 1.30099
19 C -0.10690 -3.62757 -0.82676
20 Si 1.14704 -1.01585 -0.45305
21 C 2.49110 -0.24685 0.76308
22 C 2.06125 -0.35520 2.22962
23 C 3.82206 -1.00065 0.73630
24 C 2.72518 1.25252 0.54516
25 C 1.63759 -0.47063 -2.27229
26 C 1.15772 0.95153 -2.56540
27 C 3.11399 -0.58526 -2.53435
28 C 0.92717 -1.35316 -3.32974
29 H 2.32775 -4.70129 -0.54990
30 H 3.32709 -3.19022 -0.50492
31 H 2.35107 -3.51009 -1.89691
32 H 0.55629 -4.36322 1.39398
33 H 0.34341 -2.62204 1.81736
34 H 2.00638 -3.31725 1.80876
35 H -0.09176 -4.71853 -0.70989
36 H -0.26786 -3.43127 -1.89389
37 H -0.93546 -3.23617 -0.23260
38 H 1.69519 -1.33626 2.59265
39 H 1.28213 0.32819 2.56726
40 H 2.94078 -0.13583 2.86264
41 H 3.72150 -2.07900 1.08623
42 H 4.56958 -0.45233 1.36591
43 H 4.26578 -1.09698 -0.28071
44 H 1.84198 1.88143 0.70734
45 H 3.05152 1.45657 -0.48678
46 H 3.49686 1.58717 1.23682
47 H 1.69451 1.67286 -1.97001
48 H 0.08674 1.13280 -2.39971
49 H 1.36988 1.15594 -3.61569
50 H 3.78029 0.05743 -1.90730
51 H 3.38419 -0.38030 -3.57385
52 H 3.44588 -1.64849 -2.46172
53 H -0.11941 -1.45563 -3.03755
54 H 1.39783 -2.32789 -3.41707
55 H 0.97456 -0.86172 -4.32639
56 S -5.31085 -1.51461 1.18638
57 C -3.85380 -0.74518 1.54463
58 N -3.18581 -0.24765 0.51312
59 C -3.91699 -0.46804 -0.66208
60 C -3.44477 -0.10573 -1.93786
61 C -4.09201 -0.68872 -3.02416
62 C -5.20587 -1.53023 -2.83376
63 C -5.64148 -1.83621 -1.57518
64 C -5.06591 -1.23162 -0.48362
65 H -3.44555 -0.70607 2.56808
66 H -2.62648 0.61351 -2.02138
67 H -3.72271 -0.44625 -4.04155
68 H -5.72903 -1.95083 -3.70205
69 H -6.55863 -2.48964 -1.47254

Results
HOMO level: -6.4 eV
LUMO level: 0.3 eV
Energy relative to the best compared isomer or geometry (same formula, charge and spin): 0.0000 eV
2S+1: 1
Orbital gap: 6.74 eV
E_tot: -2263.15550 Eh

=====

(2)
# C23H40Cl3MgN4O3Si

A molecular structure, C23H40Cl3MgN4O3Si (wB97M-V/def2-TZVPD, OMol25).

CARTESIAN COORDINATES (ANGSTROEM)
1 C 2.69685 -2.52672 -2.34447
2 C 2.11100 -1.72812 -3.47315
3 H 2.48924 -3.59489 -2.47985
4 H 2.28828 -2.18678 -1.38392
5 H 3.79217 -2.41987 -2.30261
6 C 1.97631 -2.18538 -4.72884
7 C 2.35857 -3.55732 -5.16742
8 H 1.62090 -1.52510 -5.51825
9 H 1.95648 -4.33886 -4.51157
10 H 3.44352 -3.70498 -5.24148
11 H 1.96592 -3.73316 -6.17343
12 Mg 0.44643 0.12279 2.96182
13 Cl 2.15675 1.31287 4.10274
14 Cl 1.73562 -1.65763 1.98522
15 C -0.01413 2.92702 2.36245
16 O -0.54755 1.79813 2.52002
17 N -0.66455 3.98964 1.88957
18 C -2.07579 3.90800 1.52028
19 C 0.10439 5.08189 1.31898
20 H 1.05161 3.06837 2.62918
21 H -2.65016 3.42363 2.31629
22 H -2.22497 3.36820 0.57224
23 H -2.43569 4.93040 1.37436
24 H 1.01272 5.18382 1.92322
25 H -0.49410 5.99464 1.33794
26 H 0.38302 4.86967 0.27511
27 H -0.18935 -5.21546 3.17847
28 H -0.04333 -3.26992 1.09601
29 C -1.19922 -4.80714 3.35726
30 C -1.11143 -3.45940 1.29896
31 N -1.31088 -3.49081 2.74399
32 H -1.34308 -4.70362 4.43782
33 C -1.27765 -2.36523 3.46288
34 O -1.07342 -1.21964 3.01615
35 H -1.72656 -2.67021 0.85050
36 H -1.39647 -2.51015 4.54121
37 H -1.93920 -5.49517 2.91990
38 H -1.39830 -4.42949 0.88762
39 O 0.67955 -0.46149 -2.05504
40 C 1.64638 -0.33197 -3.08668
41 C 0.01070 0.29018 -4.96800
42 C 1.18768 0.54397 -4.24737
43 H -0.61361 -0.57242 -4.70595
44 C -0.33788 1.13899 -6.03054
45 H 2.52432 0.14020 -2.61999
46 C 2.03082 1.58746 -4.62766
47 H -1.26798 0.95328 -6.57365
48 C 0.48829 2.20617 -6.38642
49 C 1.69116 2.41311 -5.70435
50 H 2.96264 1.71397 -4.06710
51 H 0.22165 2.86150 -7.21794
52 H 2.37322 3.21337 -5.98716
53 Si -0.54608 0.47111 -1.38923
54 Cl 0.31647 -3.52150 5.95597
55 C -2.14079 0.05539 -2.24162
56 C -0.18364 2.27316 -1.53346
57 C -0.56766 -0.21743 0.29636
58 H -2.17672 0.44828 -3.26241
59 H -2.95981 0.50404 -1.66474
60 H -2.30346 -1.02830 -2.28059
61 H -0.53316 -1.30857 0.25052
62 H -1.40454 0.09905 0.93054
63 H 0.40472 0.07832 0.72527
64 H 0.07433 2.55065 -2.56404
65 H 0.64698 2.58251 -0.88578
66 H -1.08453 2.83037 -1.24095
67 N -0.67868 -0.52500 6.33268
68 C -1.21083 0.02671 7.45297
69 C -1.46396 1.37433 7.15090
70 C -1.05711 1.53303 5.80572
71 N -0.59208 0.36128 5.31350
72 H -0.32361 -1.50464 6.20947
73 H -1.37680 -0.53438 8.36399
74 H -1.86413 2.13694 7.78996
75 H -1.04580 2.43431 5.20763

Results
HOMO level: -5.1 eV
LUMO level: 2.1 eV
Net charge: -1
Energy relative to the best compared isomer or geometry (same formula, charge and spin): 0.0000 eV
2S+1: 1
Orbital gap: 7.13 eV
E_tot: -3215.64004 Eh

=====

(3)
# C23H40N10O2P

11 unconnected molecules or ions with the total composition C23H40N10O2P (wB97M-V/def2-TZVPD, OMol25).

CARTESIAN COORDINATES (ANGSTROEM)
1 C -2.07091 -0.33408 -0.15968
2 P -0.48089 -0.54480 -1.20543
3 C 1.10815 -0.91911 -2.29954
4 C 2.28185 -0.12227 -1.82288
5 O 2.49163 1.02714 -2.07390
6 O 3.19489 -0.79888 -0.99263
7 H -2.88871 -0.90596 -0.61759
8 H -2.38459 0.70975 -0.03874
9 H -1.88800 -0.82327 0.80811
10 H -0.61026 0.79748 -1.80941
11 H -1.29696 -1.05684 -2.33346
12 H -0.33689 -1.87879 -0.64874
13 H 0.34249 0.02950 -0.13944
14 H 0.92305 -0.63092 -3.33859
15 H 1.35062 -1.98506 -2.24850
16 H 3.40263 -1.59510 -1.48333
17 C 2.70798 -0.13096 2.63023
18 C 1.25572 -0.31452 2.71922
19 N 0.11737 -0.41902 2.77734
20 H 2.92976 0.86195 2.24568
21 H 3.15608 -0.24146 3.61589
22 H 3.13440 -0.87631 1.96100
23 C 6.04582 -1.67783 0.89578
24 C 6.07713 -1.04851 2.22248
25 N 6.06920 -0.55401 3.25752
26 H 7.06215 -1.83314 0.53857
27 H 5.53516 -2.63689 0.96155
28 H 5.50769 -1.03737 0.19724
29 C -1.80649 -4.15415 2.55518
30 C -1.11813 -4.14742 1.25486
31 N -0.54677 -4.15387 0.26199
32 H -2.25074 -3.17748 2.74537
33 H -2.58976 -4.90934 2.55248
34 H -1.09739 -4.38194 3.34786
35 C -3.67675 3.37615 -2.92639
36 C -4.72536 2.50534 -2.37594
37 N -5.56578 1.85180 -1.95200
38 H -3.37015 3.01771 -3.90589
39 H -4.06565 4.38871 -3.02062
40 H -2.81149 3.38281 -2.26717
41 C 5.68853 2.27443 0.59637
42 C 4.36207 2.72094 1.03364
43 N 3.32340 3.05374 1.38131
44 H 5.57745 1.49704 -0.15787
45 H 6.23590 3.11225 0.16936
46 H 6.24011 1.87790 1.44746
47 C 2.02584 3.28397 -4.55243
48 C 0.60531 3.64868 -4.46971
49 N -0.49243 3.97336 -4.41637
50 H 2.14652 2.52971 -5.32683
51 H 2.61419 4.16134 -4.81704
52 H 2.38646 2.87267 -3.60888
53 C -5.49050 -4.32436 4.59994
54 C -4.35709 -5.16228 5.01238
55 N -3.46392 -5.80885 5.32253
56 H -5.67693 -3.56310 5.35417
57 H -5.26248 -3.84045 3.65190
58 H -6.37908 -4.94100 4.48364
59 C -6.29446 -0.21940 -2.41988
60 C -5.30143 -1.21218 -1.99432
61 N -4.50194 -1.96790 -1.67616
62 H -6.36625 0.56725 -1.67008
63 H -5.99041 0.21890 -3.36823
64 H -7.26548 -0.69678 -2.53957
65 C 1.57396 -4.38934 5.31454
66 C 2.40306 -4.41674 4.10231
67 N 3.04456 -4.43867 3.15448
68 H 0.76810 -3.66809 5.19071
69 H 1.14694 -5.37466 5.49073
70 H 2.17787 -4.10571 6.17382
71 C -0.46613 7.58560 -3.72158
72 C -1.35278 8.65247 -3.23775
73 N -2.04182 9.48636 -2.86067
74 H -0.89549 6.61132 -3.49434
75 H -0.33857 7.67429 -4.79812
76 H 0.50484 7.66828 -3.23792

Results
HOMO level: -3.1 eV
LUMO level: 2.3 eV
Net charge: -1
Energy relative to the best compared isomer or geometry (same formula, charge and spin): 0.0000 eV
2S+1: 1
Orbital gap: 5.42 eV
E_tot: -1939.55422 Eh

=====

(4)
# C23H40NOPdS2Sb

A molecular structure, C23H40NOPdS2Sb (wB97M-V/def2-TZVPD, OMol25).

CARTESIAN COORDINATES (ANGSTROEM)
1 Pd 0.05934 0.22808 0.10516
2 S -0.54261 -0.84812 -2.09807
3 C 1.10111 -0.67327 -2.24384
4 N 1.76380 0.02482 -1.27232
5 C 3.08475 0.00032 -1.45184
6 C 4.04858 0.61223 -0.60296
7 C 5.35970 0.49915 -0.94227
8 C 5.75677 -0.20756 -2.11492
9 C 4.84599 -0.80860 -2.96076
10 C 3.50325 -0.70414 -2.63098
11 S 2.13384 -1.33490 -3.46073
12 H 3.72552 1.13843 0.28464
13 H 6.12401 0.94658 -0.32284
14 H 6.81139 -0.27370 -2.34531
15 H 5.17571 -1.34018 -3.84177
16 C -2.68679 4.55084 -2.52211
17 C -1.78572 3.31755 -2.56417
18 C -2.44394 2.20599 -3.38210
19 C -0.42181 3.66842 -3.15223
20 Sb -1.48477 2.54003 -0.55176
21 C -0.31726 3.87411 0.72991
22 C -0.37491 3.39612 2.17523
23 C -0.84710 5.30326 0.62151
24 C 1.12913 3.80778 0.23739
25 C -3.36952 1.81275 0.29066
26 C -4.50320 2.76621 -0.08522
27 C -3.26875 1.68924 1.80490
28 C -3.60640 0.43168 -0.32352
29 H -2.80760 4.89282 -3.55499
30 H -2.25933 5.37902 -1.96169
31 H -3.68308 4.34068 -2.13860
32 H -2.56132 2.55524 -4.41107
33 H -3.43893 1.95230 -3.01562
34 H -1.83697 1.29828 -3.41408
35 H -0.56165 3.94567 -4.20023
36 H 0.27613 2.82749 -3.12670
37 H 0.03402 4.52394 -2.65479
38 H -1.36866 3.47008 2.60495
39 H 0.27990 4.04377 2.76473
40 H -0.01752 2.37042 2.30822
41 H -1.89877 5.39012 0.89918
42 H -0.70429 5.72358 -0.37304
43 H -0.27774 5.92884 1.31514
44 H 1.54506 2.79741 0.30574
45 H 1.73814 4.45449 0.87471
46 H 1.24794 4.15561 -0.78763
47 H -4.34817 3.77853 0.29041
48 H -5.42161 2.38854 0.37308
49 H -4.67752 2.80524 -1.16020
50 H -3.25220 2.66111 2.29304
51 H -2.40690 1.10624 2.13895
52 H -4.16572 1.17219 2.15670
53 H -3.62312 0.44437 -1.41414
54 H -4.58139 0.06908 0.01236
55 H -2.86349 -0.29724 0.01104
56 C -1.22152 -2.57274 1.73358
57 C -0.00058 -1.84216 2.25960
58 C 1.30180 -2.41156 1.71981
59 C 0.01126 -1.80652 3.79440
60 O -0.08697 -0.46158 1.88664
61 H -1.16514 -3.63055 1.98887
62 H -1.28222 -2.50192 0.64256
63 H -2.13639 -2.16588 2.16358
64 H 1.47502 -3.40184 2.13994
65 H 2.14380 -1.77445 1.99187
66 H 1.26751 -2.52000 0.63071
67 H -0.00182 -2.83453 4.15769
68 H -0.86826 -1.29195 4.17704
69 H 0.90530 -1.31135 4.16856

Results
HOMO level (alpha / beta): -14.1 / -15.3 eV
LUMO level (alpha / beta): -6.1 / -9.3 eV
Net charge: +2
2S+1: 5
Orbital gap (alpha / beta): 8.00 / 5.94 eV
E_tot: -2194.22388 Eh
<S²>: 6.054

=====

(5)
# C23H41AlO10P

A molecular structure, C23H41AlO10P (wB97M-V/def2-TZVPD, OMol25).

CARTESIAN COORDINATES (ANGSTROEM)
1 C 1.15068 5.49477 -2.87078
2 C 0.44818 5.08839 -4.22525
3 P -0.42416 3.40068 -4.00298
4 C -1.69887 3.60993 -2.62601
5 Al 1.32214 1.95334 -3.26681
6 H 0.96777 4.76873 -2.07930
7 H 2.21920 5.63253 -3.04722
8 H 0.69018 6.43668 -2.52187
9 H 1.19536 4.88813 -4.99956
10 H -0.30877 5.82079 -4.52676
11 H -1.26377 4.01641 -1.69064
12 H -2.12197 2.62537 -2.40691
13 H -2.47268 4.31790 -2.95524
14 H 1.45308 0.77562 -4.34971
15 H 0.86169 1.43223 -1.80582
16 H 2.69713 2.79067 -3.13127
17 O 2.78630 3.76677 -0.03004
18 C 1.79447 3.67587 0.62133
19 O 0.82934 4.63352 0.65564
20 C -0.18511 4.26449 1.60133
21 C -0.06525 2.75975 1.74259
22 C 1.42306 2.53304 1.53081
23 H 0.00747 4.78892 2.54301
24 H -1.15957 4.56966 1.22218
25 H -0.43630 2.38120 2.69502
26 H -0.62639 2.27006 0.94417
27 H 1.99002 2.61914 2.46055
28 H 1.62610 1.57942 1.04950
29 O -0.43458 -0.42811 3.48561
30 C -0.17194 -1.03576 2.48254
31 O -0.77133 -0.81315 1.28674
32 C -0.30325 -1.78133 0.32742
33 C 1.02766 -2.26597 0.86632
34 C 0.82135 -2.16567 2.36910
35 H -1.04331 -2.58455 0.25802
36 H -0.20663 -1.30465 -0.64673
37 H 1.29425 -3.26327 0.52213
38 H 1.82144 -1.58259 0.55944
39 H 0.37321 -3.07159 2.78318
40 H 1.74168 -1.92761 2.88664
41 O 3.66487 -3.15720 2.38932
42 C 4.05722 -3.62048 3.41753
43 O 3.22938 -4.05367 4.39942
44 C 3.99999 -4.44946 5.54534
45 C 5.38694 -4.75103 5.00788
46 C 5.49662 -3.77466 3.84492
47 H 4.00199 -3.62532 6.26322
48 H 3.53587 -5.31785 6.00926
49 H 6.17122 -4.64046 5.75557
50 H 5.42357 -5.77573 4.63177
51 H 5.87461 -2.80109 4.16154
52 H 6.10133 -4.16787 3.03237
53 O -6.12347 -3.67641 3.55218
54 C -5.43945 -2.71208 3.36535
55 O -4.22919 -2.76501 2.76549
56 C -3.61379 -1.45987 2.78956
57 C -4.76250 -0.48442 2.95409
58 C -5.75066 -1.29387 3.78256
59 H -2.91252 -1.41975 3.62580
60 H -3.06712 -1.29527 1.86546
61 H -4.46327 0.45627 3.41337
62 H -5.19945 -0.25805 1.97910
63 H -5.56448 -1.19457 4.85357
64 H -6.78290 -1.04184 3.55369
65 O -2.01891 0.34847 -4.34887
66 C -1.80078 -0.28504 -5.32961
67 O -2.49614 -0.13860 -6.49189
68 C -2.05554 -1.11608 -7.44286
69 C -0.66442 -1.51953 -6.98810
70 C -0.76616 -1.37186 -5.47714
71 H -2.75728 -1.95619 -7.42940
72 H -2.05556 -0.67443 -8.43873
73 H -0.37580 -2.51790 -7.31829
74 H 0.07071 -0.81134 -7.37564
75 H -1.14012 -2.28047 -5.00002
76 H 0.17735 -1.06712 -5.02824

Results
HOMO level: -2.9 eV
LUMO level: 1.8 eV
Net charge: -1
2S+1: 1
Orbital gap: 4.68 eV
E_tot: -2237.23608 Eh

=====

(6)
# C23H41As3F3N5OSSc

A molecular structure, C23H41As3F3N5OSSc (wB97M-V/def2-TZVPD, OMol25).

CARTESIAN COORDINATES (ANGSTROEM)
1 Sc -0.76855 -0.09448 -1.24262
2 C -0.80836 -1.37572 2.86334
3 As -0.60955 0.07443 1.57292
4 C -1.96879 1.27273 2.29770
5 C 0.94527 1.07018 2.24459
6 C 2.37578 0.58590 1.96813
7 C 2.50702 -0.90561 2.28607
8 C 2.84052 0.86423 0.52980
9 As 2.15204 -0.21267 -0.95864
10 C 3.30539 -1.78512 -0.95080
11 C 3.04830 0.78369 -2.37973
12 C 3.33091 1.33725 2.92494
13 As 3.48898 3.31173 3.16365
14 C 1.82601 3.70017 4.13761
15 C 2.94365 4.10007 1.44273
16 H -0.63146 -0.99617 3.86921
17 H -0.11724 -2.19042 2.66172
18 H -1.82706 -1.75724 2.80311
19 H -1.75180 1.48860 3.34359
20 H -2.94937 0.80184 2.23072
21 H -1.97774 2.20598 1.73508
22 H 0.78831 1.11405 3.32565
23 H 0.81504 2.08733 1.86957
24 H 1.87236 -1.51820 1.63612
25 H 2.21769 -1.11273 3.31788
26 H 3.53710 -1.24259 2.15542
27 H 3.92700 0.74981 0.47678
28 H 2.61659 1.89360 0.25090
29 H 4.34341 -1.46768 -0.85695
30 H 3.18248 -2.32541 -1.88863
31 H 3.06404 -2.45116 -0.12620
32 H 4.10788 0.87770 -2.14433
33 H 2.61558 1.77993 -2.46005
34 H 2.95366 0.26153 -3.33217
35 H 4.35077 1.00889 2.70772
36 H 3.13103 0.99991 3.94792
37 H 1.76049 3.05736 5.01567
38 H 0.92718 3.58673 3.53329
39 H 1.88321 4.73066 4.48601
40 H 3.68259 3.88305 0.67189
41 H 2.93530 5.17927 1.59808
42 H 1.95152 3.79607 1.10536
43 N -0.34821 0.52608 -3.56218
44 N -0.08869 1.88035 -3.83777
45 C -0.05150 2.81598 -2.87303
46 N 0.20334 4.05987 -3.26732
47 S -0.30407 2.48568 -1.22455
48 H 0.41464 -0.02987 -3.93852
49 H -1.20709 0.25526 -4.03833
50 H 0.03449 2.14030 -4.80610
51 H 0.35338 4.31748 -4.23016
52 H 0.24263 4.78583 -2.57087
53 F 0.23673 -7.28603 -0.98847
54 C -0.71446 -6.72939 -1.73943
55 F -1.89561 -7.23579 -1.36494
56 F -0.50373 -7.07631 -3.01336
57 C -0.72473 -5.22263 -1.59777
58 C 0.04169 -4.58368 -0.64135
59 C -0.02448 -3.20303 -0.56278
60 N -0.77968 -2.45523 -1.37406
61 C -1.52376 -3.09501 -2.29029
62 C -1.53157 -4.46684 -2.43528
63 H 0.67652 -5.14177 0.03170
64 H 0.55079 -2.66711 0.18241
65 H -2.13399 -2.47086 -2.93307
66 H -2.14409 -4.93300 -3.19503
67 O -2.79631 -0.03237 -1.68845
68 N -3.93562 0.23884 -1.05971
69 C -4.22165 1.51679 -0.75831
70 C -5.40540 1.82617 -0.12658
71 C -6.29564 0.81127 0.19222
72 C -5.97177 -0.49747 -0.13226
73 C -4.77711 -0.76468 -0.76426
74 H -3.46498 2.23005 -1.05167
75 H -5.61883 2.85938 0.10582
76 H -7.23112 1.03796 0.68434
77 H -6.63742 -1.31730 0.09533
78 H -4.43983 -1.74645 -1.05903

Results
HOMO level (alpha / beta): -11.0 / -12.5 eV
LUMO level (alpha / beta): -5.3 / -5.3 eV
Net charge: +2
2S+1: 2
Orbital gap (alpha / beta): 5.68 / 7.13 eV
E_tot: -9415.40294 Eh
<S²>: 0.752